Record 1
ORCA calculation (wB97M-V/def2-TZVPD) on C45H49ClILaN10O3S2Si2 as an isolated structure at a distorted geometry.

Geometry (Å):
La  0.61  -1.67  1.08
C  -2.92  4.74  0.69
Si  -2.73  2.95  0.14
C  -4.34  2.42  -0.60
C  -1.39  2.94  -1.28
C  -2.04  1.73  1.47
C  -0.64  1.78  1.76
C  -0.11  2.60  2.81
C  1.24  2.65  3.12
C  2.12  2.15  2.22
C  1.58  1.41  1.13
N  0.33  1.05  1.03
Si  -3.08  0.84  2.80
C  -3.47  1.91  4.38
C  -4.69  0.10  2.13
C  -1.89  -0.49  3.50
H  -3.66  5.14  0.01
H  -2.00  5.36  0.46
H  -3.40  4.94  1.69
H  -4.49  3.11  -1.49
H  -5.20  2.52  0.10
H  -4.30  1.43  -0.97
H  -1.66  3.83  -1.93
H  -1.39  2.04  -1.97
H  -0.28  3.03  -0.99
H  -0.85  3.11  3.37
H  1.59  2.94  4.12
H  3.20  2.11  2.47
H  2.23  0.98  0.36
H  -3.77  2.94  4.17
H  -2.64  1.94  5.17
H  -4.39  1.50  4.87
H  -4.94  -0.76  2.69
H  -5.48  0.80  2.23
H  -4.64  -0.21  1.07
H  -0.90  -0.03  3.86
H  -1.71  -1.22  2.72
H  -2.29  -1.07  4.30
O  -0.34  -3.72  2.14
N  -0.12  -3.98  3.39
N  0.55  -3.04  4.02
O  0.96  -1.91  3.46
C  0.87  -3.17  5.35
C  1.85  -2.33  5.89
C  2.22  -2.48  7.25
C  1.88  -3.62  7.97
C  0.93  -4.48  7.43
C  0.37  -4.26  6.15
H  2.31  -1.53  5.35
H  2.79  -1.65  7.68
H  2.30  -3.78  9.03
H  0.49  -5.27  8.08
H  -0.38  -4.98  5.79
Cl  8.34  -2.36  -0.80
C  6.66  -2.09  -0.60
C  6.21  -2.50  0.67
C  4.81  -2.31  0.93
I  3.93  -3.39  2.54
C  3.98  -1.58  0.09
O  2.76  -1.18  0.35
C  4.50  -1.24  -1.27
N  3.72  -0.77  -2.24
C  4.12  -0.60  -3.47
C  5.42  -0.81  -3.87
C  6.29  -1.32  -2.89
C  5.87  -1.52  -1.57
H  6.80  -3.07  1.36
H  3.42  -0.16  -4.12
H  5.79  -0.61  -4.89
H  7.29  -1.64  -3.19
N  -3.74  -1.63  -4.72
C  -4.53  -1.83  -3.63
S  -6.23  -1.82  -3.62
C  -3.70  -1.90  -2.37
C  -2.98  -0.74  -1.97
C  -2.14  -0.79  -0.88
N  -2.02  -1.91  -0.13
C  -2.79  -2.95  -0.38
C  -3.62  -3.02  -1.49
H  -4.15  -1.46  -5.67
H  -2.84  -2.14  -4.84
H  -3.02  0.14  -2.61
H  -1.59  0.10  -0.60
H  -2.63  -3.80  0.33
H  -4.34  -3.82  -1.66
N  0.80  -1.57  -2.16
C  0.43  -2.94  -2.04
C  -0.20  -3.59  -3.16
C  -0.80  -4.81  -2.93
C  -0.51  -5.53  -1.72
C  0.28  -4.89  -0.76
N  0.58  -3.52  -0.91
H  0.34  -1.22  -2.98
H  1.81  -1.43  -2.09
H  -0.04  -3.32  -4.20
H  -1.29  -5.34  -3.75
H  -0.85  -6.55  -1.58
H  0.63  -5.37  0.15
N  3.80  3.80  -2.67
C  2.72  4.48  -3.14
N  1.66  3.84  -3.55
C  0.74  4.75  -4.05
C  -0.48  4.35  -4.58
C  -1.23  5.31  -5.24
C  -0.85  6.63  -5.30
C  0.30  7.02  -4.70
C  1.10  6.13  -3.96
S  2.73  6.27  -3.29
H  3.62  2.88  -2.37
H  4.69  4.24  -2.49
H  -0.81  3.31  -4.48
H  -2.14  5.00  -5.86
H  -1.52  7.34  -5.85
H  0.65  8.07  -4.80

## Properties
Energy above the lowest of the compared OMol25 structures with the same formula, charge and spin = 21.52 kcal per mole
HOMO = -0.20049 Ha
Strongest force on any atom = 0.07466 Eh/bohr

Record 2
ORCA calculation (wB97M-V/def2-TZVPD) on a 10-piece molecular cluster, C45H49F18IO29S2 overall at a distorted geometry.

Geometry (Å):
C  3.24  -2.52  2.28
C  1.90  -2.85  1.63
I  0.27  -2.05  2.81
C  1.76  -2.53  0.13
C  2.36  -1.25  -0.45
S  2.08  0.17  0.64
C  1.83  -1.05  -1.90
C  0.50  -0.31  -2.11
C  -0.77  -1.20  -1.99
C  -1.62  -0.97  -0.76
C  -2.14  0.47  -0.62
F  -2.20  1.08  -1.82
F  -1.32  1.17  0.19
C  -3.57  0.46  -0.04
F  -4.41  0.13  -1.03
F  -3.70  -0.45  0.92
S  -4.14  2.13  0.70
F  -3.11  2.94  -0.19
F  -5.24  2.34  -0.42
F  -5.23  1.39  1.58
F  -3.09  1.97  1.87
F  -4.59  3.50  1.34
O  3.78  -1.57  -0.59
C  4.75  -0.61  -0.45
O  5.46  -0.65  0.49
C  4.95  0.37  -1.58
C  5.83  1.53  -1.16
C  7.22  1.36  -1.20
C  8.06  2.39  -0.79
C  7.51  3.58  -0.33
C  6.13  3.78  -0.30
C  5.28  2.73  -0.71
H  3.39  -3.16  3.14
H  4.07  -2.68  1.60
H  3.27  -1.51  2.65
H  1.75  -3.92  1.72
H  2.28  -3.34  -0.39
H  0.71  -2.60  -0.13
H  2.10  1.15  -0.26
H  1.70  -2.05  -2.30
H  2.61  -0.58  -2.48
H  0.51  0.05  -3.13
H  0.40  0.58  -1.49
H  -1.36  -1.06  -2.89
H  -0.46  -2.24  -2.02
H  -1.05  -1.19  0.14
H  -2.46  -1.66  -0.80
H  3.99  0.79  -1.84
H  5.38  -0.15  -2.43
H  7.61  0.42  -1.55
H  9.13  2.24  -0.81
H  8.15  4.38  0.01
H  5.69  4.69  0.05
H  4.21  2.90  -0.67
O  4.80  -3.24  5.47
C  4.22  -4.14  5.96
O  4.41  -4.61  7.21
C  3.42  -5.60  7.48
C  3.04  -6.05  6.09
F  1.73  -6.41  6.01
O  3.24  -4.87  5.33
H  2.58  -5.15  8.00
H  3.83  -6.40  8.09
H  3.65  -6.85  5.68
O  -11.35  0.98  1.13
C  -10.31  0.56  0.76
O  -9.34  1.29  0.17
C  -8.19  0.45  0.00
C  -8.81  -0.92  -0.01
F  -7.97  -1.85  0.54
O  -9.93  -0.75  0.85
H  -7.51  0.59  0.85
H  -7.66  0.69  -0.92
H  -9.13  -1.26  -0.98
O  1.43  5.83  2.41
C  0.36  5.44  2.72
O  -0.55  4.93  1.86
C  -1.64  4.40  2.62
C  -1.53  5.19  3.90
F  -1.94  4.47  4.98
O  -0.14  5.42  3.99
H  -1.49  3.34  2.77
H  -2.58  4.56  2.10
H  -2.06  6.15  3.90
O  -8.19  -2.99  6.73
C  -7.95  -2.36  5.76
O  -8.10  -2.81  4.49
C  -7.84  -1.72  3.59
C  -6.97  -0.82  4.45
F  -7.16  0.49  4.16
O  -7.45  -1.09  5.75
H  -8.77  -1.24  3.32
H  -7.34  -2.07  2.70
H  -5.91  -1.05  4.41
O  7.81  -2.33  -3.91
C  8.20  -2.79  -2.89
O  7.91  -4.03  -2.44
C  8.66  -4.27  -1.25
C  8.94  -2.86  -0.77
F  10.14  -2.76  -0.14
O  9.00  -2.14  -1.99
H  9.58  -4.79  -1.49
H  8.09  -4.85  -0.53
H  8.17  -2.43  -0.14
O  -8.14  -1.89  -2.83
C  -8.99  -1.59  -3.60
O  -10.31  -1.64  -3.33
C  -11.02  -1.06  -4.44
C  -10.01  -1.23  -5.56
F  -10.08  -0.22  -6.46
O  -8.77  -1.15  -4.87
H  -11.22  -0.01  -4.24
H  -11.95  -1.58  -4.62
H  -10.08  -2.18  -6.08
O  -9.27  -2.79  -8.50
C  -8.60  -3.55  -7.88
O  -7.39  -4.01  -8.25
C  -6.85  -4.77  -7.17
C  -8.09  -5.17  -6.42
F  -7.87  -5.27  -5.09
O  -8.96  -4.08  -6.67
H  -6.20  -4.15  -6.56
H  -6.28  -5.62  -7.55
H  -8.56  -6.09  -6.77
O  10.77  3.59  -2.78
C  10.42  4.72  -2.90
O  10.92  5.59  -3.81
C  10.16  6.80  -3.73
C  9.58  6.72  -2.33
F  8.36  7.29  -2.26
O  9.46  5.32  -2.14
H  9.37  6.78  -4.48
H  10.79  7.67  -3.89
H  10.22  7.14  -1.55
O  6.65  5.02  2.36
C  5.66  4.65  2.89
O  4.74  3.82  2.34
C  3.77  3.51  3.35
C  3.91  4.69  4.29
F  3.67  4.34  5.58
O  5.27  5.03  4.15
H  4.03  2.57  3.84
H  2.78  3.42  2.91
H  3.29  5.55  4.04

## Properties
Energy above the lowest of the compared OMol25 structures with the same formula, charge and spin = 0.00 kcal per mole
SMILES = C[C@@H](I)C[C@](S)(CCCCC(F)(F)C(F)(F)S(F)(F)(F)(F)F)OC(=O)Cc1ccccc1.O=C1OC[C@@H](F)O1.O=C1OC[C@@H](F)O1.O=C1OC[C@@H](F)O1.O=C1OC[C@@H](F)O1.O=C1OC[C@@H](F)O1.O=C1OC[C@@H](F)O1.O=C1OC[C@@H](F)O1.O=C1OC[C@@H](F)O1.O=C1OC[C@@H](F)O1
HOMO = -0.31309 Ha
Strongest force on any atom = 0.03633 Eh/bohr